[1]
{"formula": "C4H8FN", "method": "wB97M-V/def2-TZVPD", "symbols": ["F", "N", "C", "C", "C", "C", "H", "H", "H", "H", "H", "H", "H", "H"], "coordinates": [[-1.41, 1.52, 0.10], [2.48, 0.12, -0.05], [1.14, 0.54, -0.35], [-0.02, -0.33, 0.27], [-2.47, -0.51, -0.18], [-1.41, 0.20, 0.03], [2.61, -0.87, 0.04], [0.99, 0.58, -1.41], [-2.29, -1.57, -0.20], [-3.51, -0.08, -0.22], [0.11, -0.33, 1.37], [0.00, -1.36, -0.16], [0.88, 1.53, -0.03], [2.90, 0.56, 0.79]], "lumo_ha": 0.03817, "relative_energy_kj_mol": 74.2, "smiles": "C=C(F)CCN", "homo_ev": -9.186, "orbital_gap_ev": 10.2, "energy_ha": -311.79114}

---

[2]
{"formula": "C14H37N2O4S", "method": "wB97M-V/def2-TZVPD", "symbols": ["S", "O", "O", "O", "O", "N", "N", "C", "C", "C", "C", "C", "C", "C", "C", "C", "C", "C", "C", "C", "C", "H", "H", "H", "H", "H", "H", "H", "H", "H", "H", "H", "H", "H", "H", "H", "H", "H", "H", "H", "H", "H", "H", "H", "H", "H", "H", "H", "H", "H", "H", "H", "H", "H", "H", "H", "H", "H"], "coordinates": [[7.35, -0.50, 0.53], [-7.02, -1.29, 1.37], [-0.14, 1.48, -0.14], [2.01, 0.88, -4.06], [-2.64, -2.56, 0.68], [2.67, 1.92, -1.39], [-4.35, -0.40, 2.14], [-5.19, 0.26, 1.15], [1.08, 1.01, 0.39], [-0.49, 0.99, -1.42], [-3.90, -3.05, 0.25], [8.79, -0.32, 1.59], [-2.93, -0.40, 1.83], [1.85, 2.08, -4.79], [3.10, 0.65, -1.94], [-7.46, -1.89, 2.58], [-6.65, 0.07, 1.49], [-2.48, -1.16, 0.59], [3.27, 0.72, -3.44], [2.27, 1.87, 0.01], [5.94, -0.05, 1.54], [6.11, -0.28, 2.59], [2.06, 2.89, 0.33], [-2.40, -0.82, 2.69], [-6.66, -1.93, 3.33], [-0.08, -0.02, -1.59], [-1.57, 0.94, -1.47], [-5.03, -0.12, 0.13], [2.41, -0.18, -1.72], [2.62, 2.18, -5.56], [-2.96, -0.78, -0.32], [0.88, 2.04, -5.27], [8.69, 0.64, 2.09], [-4.31, -2.45, -0.56], [-4.67, -1.35, 2.27], [3.71, -0.22, -3.80], [8.84, -1.13, 2.32], [5.82, 1.02, 1.36], [-1.40, -0.98, 0.48], [1.88, 2.26, -1.94], [-4.63, -3.09, 1.07], [-8.30, -1.34, 3.00], [4.07, 0.39, -1.49], [-6.86, 0.44, 2.50], [3.94, 1.54, -3.71], [3.14, 1.53, 0.60], [-7.77, -2.90, 2.34], [5.08, -0.60, 1.16], [9.65, -0.32, 0.94], [1.89, 2.96, -4.14], [1.23, -0.04, 0.11], [-3.74, -4.07, -0.11], [-2.60, 0.64, 1.72], [0.97, 1.04, 1.48], [-0.15, 1.65, -2.23], [7.25, -1.84, 0.53], [-7.26, 0.65, 0.78], [-4.96, 1.33, 1.14]], "lumo_ha": -0.14103, "homo_ev": -9.870, "orbital_gap_ev": 6.0, "energy_ha": -1363.87910, "charge": 1}

---

[3]
{"formula": "C4H14NO", "method": "wB97M-V/def2-TZVPD", "symbols": ["O", "N", "C", "C", "C", "C", "H", "H", "H", "H", "H", "H", "H", "H", "H", "H", "H", "H", "H", "H"], "coordinates": [[-0.86, 1.68, 2.18], [-0.79, 0.32, -0.34], [0.57, -0.34, -0.78], [-1.79, -0.76, -0.16], [1.55, 0.82, -1.09], [1.28, -1.48, 0.11], [1.33, -1.13, 1.27], [2.43, 0.39, -1.53], [1.15, 1.57, -1.80], [-0.20, 2.10, 2.73], [-2.33, -0.66, 0.74], [1.94, 1.43, -0.27], [-1.77, 1.75, 2.61], [0.90, -2.50, -0.20], [2.32, -1.56, -0.23], [-1.22, 0.85, -1.18], [-2.72, -0.87, -0.83], [0.10, -0.85, -1.60], [-1.28, -1.75, -0.10], [-0.62, 1.01, 0.46]], "lumo_ha": -0.11184, "relative_energy_kj_mol": 176.7, "homo_ev": -15.818, "orbital_gap_ev": 12.8, "energy_ha": -290.50791, "charge": 1}

---

[4]
{"formula": "C6H13Cl3NP", "method": "wB97M-V/def2-TZVPD", "symbols": ["Cl", "Cl", "Cl", "P", "N", "C", "C", "C", "C", "C", "C", "H", "H", "H", "H", "H", "H", "H", "H", "H", "H", "H", "H", "H"], "coordinates": [[1.05, -1.52, -2.43], [2.36, -2.71, 0.67], [-1.70, -3.43, -1.78], [0.14, -1.12, -0.74], [-1.03, 0.67, 0.43], [1.35, 1.21, 1.46], [-1.22, 2.01, 1.07], [0.58, -2.73, 0.23], [0.52, 2.06, -0.91], [0.09, 1.61, 0.43], [-1.49, -1.70, -1.23], [1.86, 0.32, 0.97], [-0.41, 0.17, 1.15], [-2.22, -1.56, -0.37], [0.43, -3.50, -0.58], [1.02, 2.97, -1.01], [-0.49, 2.10, -1.44], [-1.73, 2.79, 0.53], [1.03, 1.08, -1.32], [-1.77, -1.14, -2.06], [-1.11, 2.25, 2.09], [2.03, 2.09, 1.51], [-0.17, -2.87, 0.93], [0.86, 0.94, 2.38]], "lumo_ha": 0.02514, "relative_energy_kj_mol": 126.2, "smiles": "ClCP(Cl)CCl.CC1(C)CN1", "homo_ev": -8.601, "orbital_gap_ev": 9.3, "energy_ha": -2012.98030}